[1]
Entry from the OMol25 dataset: 5 unconnected molecules or ions with the total composition C31H46O13 at a distorted geometry (ωB97M-V/def2-TZVPD).

For the HOMO-LUMO gap, the calculation gives 9.10 eV. Its charge is 0. The lowest unoccupied orbital energy comes out at -0.8 eV. Its multiplicity is 1.

Each line ends with the Mulliken charge.
Atoms and positions in Å:
C (0.343, 3.244, 3.250)  -1.37
C (1.733, 2.755, 3.679)  -0.26
C (2.786, 3.074, 2.596)  -0.67
C (3.887, 1.986, 2.512)  -1.32
C (3.608, 1.013, 1.427)  0.33
C (4.027, 1.043, 0.169)  0.92
O (4.795, 2.023, -0.352)  -0.38
C (5.646, 1.679, -1.390)  0.48
O (6.208, 0.636, -1.439)  -0.47
C (5.827, 2.766, -2.365)  0.37
C (5.958, 4.091, -1.952)  -0.25
C (6.169, 5.093, -2.889)  -0.59
C (6.237, 4.784, -4.247)  -0.42
C (6.102, 3.461, -4.661)  -0.58
C (5.894, 2.459, -3.722)  -0.51
C (3.426, -0.131, -0.547)  0.27
O (3.575, -0.563, -1.633)  -0.51
O (2.559, -0.724, 0.345)  -0.25
C (2.753, -0.172, 1.597)  0.40
O (2.295, -0.634, 2.578)  -0.58
H (-0.313, 3.280, 4.105)  0.46
H (0.460, 4.233, 2.816)  0.29
H (-0.036, 2.579, 2.481)  0.30
H (1.721, 1.682, 3.849)  0.22
H (2.030, 3.247, 4.600)  0.42
H (3.285, 3.993, 2.887)  0.31
H (2.302, 3.229, 1.636)  0.46
H (4.841, 2.456, 2.295)  0.48
H (3.919, 1.460, 3.460)  0.45
H (5.900, 4.351, -0.906)  0.42
H (6.293, 6.123, -2.593)  0.39
H (6.393, 5.562, -4.976)  0.40
H (6.170, 3.220, -5.710)  0.39
H (5.782, 1.430, -4.032)  0.43
C (-3.788, -0.715, 1.048)  -0.40
C (-4.103, -0.410, 2.496)  -0.53
O (-3.187, 0.539, 3.052)  -0.39
C (-3.356, 1.872, 2.956)  0.65
C (-4.398, 2.416, 2.011)  -0.90
O (-2.613, 2.586, 3.576)  -0.55
H (-3.892, 0.170, 0.418)  0.03
H (-4.453, -1.491, 0.667)  0.20
H (-2.757, -1.061, 0.953)  0.23
H (-5.134, -0.083, 2.634)  0.40
H (-3.979, -1.308, 3.098)  0.32
H (-3.939, 2.570, 1.035)  0.15
H (-4.742, 3.374, 2.391)  0.46
H (-5.272, 1.781, 1.895)  0.31
C (-3.087, -5.147, -2.675)  -1.06
C (-2.869, -4.127, -1.577)  -0.27
O (-4.075, -3.844, -0.863)  -0.36
C (-4.506, -4.571, 0.186)  0.82
C (-3.875, -5.917, 0.461)  -1.05
O (-5.424, -4.165, 0.841)  -0.56
H (-3.398, -6.111, -2.272)  0.28
H (-2.169, -5.293, -3.245)  0.37
H (-3.870, -4.808, -3.352)  0.31
H (-2.074, -4.423, -0.891)  0.27
H (-2.570, -3.175, -2.011)  0.35
H (-4.435, -6.683, -0.073)  0.28
H (-3.945, -6.110, 1.528)  0.32
H (-2.824, -5.981, 0.186)  0.33
C (-4.007, 2.930, -3.465)  -1.00
C (-5.062, 1.942, -3.010)  -0.38
O (-5.566, 2.258, -1.711)  -0.35
C (-6.587, 3.118, -1.505)  0.78
C (-7.048, 4.008, -2.636)  -1.03
O (-7.056, 3.196, -0.404)  -0.55
H (-4.416, 3.935, -3.568)  0.27
H (-3.593, 2.627, -4.427)  0.38
H (-3.199, 2.979, -2.735)  0.29
H (-5.877, 1.848, -3.729)  0.35
H (-4.621, 0.952, -2.906)  0.32
H (-6.486, 4.940, -2.598)  0.27
H (-8.101, 4.226, -2.484)  0.32
H (-6.942, 3.564, -3.623)  0.33
C (2.140, -3.874, 1.565)  -0.52
C (2.995, -4.587, 2.590)  -0.60
O (3.335, -5.914, 2.176)  -0.37
C (4.402, -6.188, 1.399)  0.71
C (5.118, -5.054, 0.700)  -0.85
O (4.718, -7.333, 1.233)  -0.57
H (2.671, -3.740, 0.622)  0.20
H (1.844, -2.893, 1.932)  0.14
H (1.243, -4.457, 1.353)  0.29
H (3.892, -4.020, 2.843)  0.41
H (2.435, -4.715, 3.515)  0.34
H (4.666, -4.904, -0.279)  0.23
H (6.157, -5.344, 0.565)  0.32
H (5.106, -4.114, 1.248)  0.27

[2]
Entry from the OMol25 dataset: a molecular structure, C31H47GaNO2P2S2 at a distorted geometry (ωB97M-V/def2-TZVPD).

For the HOMO-LUMO gap (alpha / beta), the calculation gives 5.38 / 5.40 eV. Its charge is +1. The lowest unoccupied orbital energy (alpha / beta) comes out at -3.9 / -3.9 eV. Its multiplicity is 1.

Each line ends with the Mulliken charge.
Atoms and positions in Å:
Ga (-0.398, 0.117, 0.831)  0.51
C (-0.325, -2.727, 2.063)  0.17
C (1.038, -2.877, 1.682)  0.86
C (0.958, -1.330, 3.383)  0.32
C (-0.381, -1.758, 3.112)  0.97
C (1.825, -2.008, 2.487)  0.53
C (-1.458, -3.564, 1.609)  -1.66
H (-1.240, -4.076, 0.663)  0.37
H (-2.375, -2.971, 1.492)  0.33
H (-1.676, -4.356, 2.343)  0.34
C (-1.561, -1.438, 3.945)  -1.27
H (-2.497, -1.682, 3.429)  0.34
H (-1.585, -0.378, 4.232)  0.14
H (-1.550, -2.024, 4.879)  0.36
C (1.372, -0.492, 4.524)  -1.63
H (1.582, -1.112, 5.412)  0.37
H (0.595, 0.226, 4.813)  0.24
H (2.290, 0.071, 4.319)  0.35
C (3.304, -1.980, 2.542)  -1.61
H (3.673, -2.592, 3.380)  0.33
H (3.685, -0.962, 2.699)  0.37
H (3.750, -2.398, 1.631)  0.41
C (1.569, -3.932, 0.790)  -1.92
H (1.880, -4.801, 1.391)  0.35
H (2.458, -3.611, 0.231)  0.39
H (0.815, -4.301, 0.085)  0.39
C (-1.734, 0.284, -5.345)  -0.08
C (-1.613, -1.049, -5.446)  -0.58
C (-0.771, -1.777, -6.453)  -0.91
C (0.615, -1.145, -6.781)  -0.92
C (1.345, -0.592, -5.596)  -0.17
C (1.261, 0.663, -5.135)  -0.52
C (0.354, 1.750, -5.632)  -0.38
C (-1.020, 1.288, -6.199)  -1.14
H (-1.318, -1.883, -7.410)  0.35
H (0.498, -0.387, -7.570)  0.33
H (-0.606, -2.805, -6.085)  0.34
H (-0.887, 0.923, -7.228)  0.31
H (-2.476, 0.718, -4.664)  0.56
H (-2.274, -1.703, -4.868)  0.74
H (-1.654, 2.192, -6.256)  0.41
H (0.173, 2.448, -4.793)  0.25
H (1.980, 1.001, -4.379)  0.46
H (0.862, 2.343, -6.415)  0.44
H (1.232, -1.959, -7.200)  0.39
H (2.049, -1.299, -5.140)  0.39
P (-1.098, -0.278, -1.357)  0.71
P (1.562, 1.080, -0.046)  0.95
C (-0.129, 0.954, -2.317)  -0.05
C (0.892, 1.849, -1.563)  -1.30
H (-0.850, 1.594, -2.851)  0.63
H (0.402, 0.353, -3.068)  -0.51
H (1.751, 2.071, -2.219)  0.60
H (0.434, 2.814, -1.294)  0.32
C (2.418, 2.223, 1.023)  -0.61
H (3.216, 1.675, 1.548)  0.43
H (1.718, 2.659, 1.773)  0.07
H (2.847, 3.033, 0.416)  0.48
C (2.855, -0.055, -0.604)  -1.24
H (3.464, 0.454, -1.368)  0.53
H (2.447, -0.989, -1.013)  0.16
H (3.495, -0.283, 0.260)  0.40
C (-2.849, -0.048, -1.737)  -1.43
H (-3.444, -0.643, -1.026)  0.45
H (-3.047, -0.394, -2.762)  0.35
H (-3.110, 1.015, -1.644)  0.47
C (-0.681, -1.931, -1.979)  -0.93
H (0.361, -2.193, -1.741)  0.19
H (-0.837, -1.971, -3.071)  0.12
H (-1.358, -2.650, -1.493)  0.42
O (1.185, 4.981, 4.436)  -0.64
S (0.819, 3.588, 4.447)  1.00
O (1.716, 2.631, 5.058)  -0.55
N (0.332, 3.022, 2.923)  -0.64
C (-0.924, 2.614, 2.874)  0.74
S (-1.748, 1.906, 1.507)  -0.63
C (-1.646, 2.784, 4.130)  0.32
C (-2.902, 2.298, 4.514)  -0.44
C (-3.310, 2.457, 5.839)  -0.69
C (-2.493, 3.124, 6.764)  -0.49
C (-1.221, 3.578, 6.393)  -0.67
C (-0.811, 3.366, 5.084)  0.13
H (-3.547, 1.818, 3.776)  0.46
H (-4.280, 2.072, 6.156)  0.41
H (-2.842, 3.274, 7.785)  0.40
H (-0.553, 4.095, 7.077)  0.45